(1)
The following is a DFT calculation (ωB97M-V with the def2-TZVPD basis set) of one molecule with the formula C4H9NO2.

CARTESIAN COORDINATES (ANGSTROEM)
C1 1.90380 0.19477 -1.04845
C2 0.46207 0.50291 -0.61153
O1 0.25543 1.79107 -0.03816
C3 0.06887 -0.51825 0.45413
N1 -1.17535 -0.18596 1.12737
C4 -2.30479 -0.97258 1.03292
O2 -2.44688 -1.87133 0.23363
H1 2.48576 0.47280 -0.17009
H2 2.01472 -0.88736 -1.11958
H3 2.22887 0.72281 -1.93601
H4 -0.27933 0.36809 -1.40710
H5 0.36621 2.46992 -0.73316
H6 0.84017 -0.65432 1.21598
H7 -0.04112 -1.48817 -0.03282
H8 -1.35288 0.80394 1.20303
H9 -3.02554 -0.74834 1.82986

Calculated values
**F_max**: 1.40 eV/A
**LUMO energy**: 0.7288 eV
**Energy relative to the best compared isomer or geometry (same formula, charge and spin)**: 1.174 eV

What are the Löwdin partial charges on each atom? They are as follows, in elementary charge units: -0.04 -0.43 -0.05 -0.17 0.02 -0.34 0.02 0.08 0.08 0.07 0.15 0.11 0.13 0.12 0.12 0.13

***

(2)
The following is a DFT calculation (ωB97M-V with the def2-TZVPD basis set) of one molecule with the formula C5H10N2O.

CARTESIAN COORDINATES (ANGSTROEM)
C1 1.69149 1.19824 0.30350
C2 0.75711 0.25012 0.39681
N1 -0.10751 0.14099 1.59129
N2 -1.10485 1.07978 1.90827
C3 0.37759 -0.75896 -0.63344
C4 -0.06526 -0.18790 -1.97905
C5 -0.85155 -1.54295 0.09299
O1 -0.71850 -2.55777 0.76856
H1 1.84222 1.90663 1.11227
H2 2.34282 1.25679 -0.56424
H3 -0.10034 -0.75145 2.09616
H4 -0.87532 2.00204 1.53575
H5 -1.99691 0.82506 1.48251
H6 1.18348 -1.49052 -0.75496
H7 0.10073 0.89076 -2.06151
H8 0.48301 -0.67303 -2.79451
H9 -1.12561 -0.35354 -2.19502
H10 -1.83261 -1.23429 -0.30539

Calculated values
**F_max**: 2.80 eV/A
**LUMO energy**: 0.8877 eV
**Energy relative to the best compared isomer or geometry (same formula, charge and spin)**: 3.480 eV

What are the Löwdin partial charges on each atom? They are as follows, in elementary charge units: 0.07 -0.31 -0.13 0.01 -0.26 -0.06 -0.22 0.02 0.07 0.07 0.12 0.08 0.06 0.14 0.08 0.08 0.07 0.12

***

(3)
The following is a DFT calculation (ωB97M-V with the def2-TZVPD basis set) of a 2-piece molecular cluster, C16H22BrF16N2O2S overall.

CARTESIAN COORDINATES (ANGSTROEM)
C1 -3.01469 2.84020 -1.99736
C2 -1.75625 2.21900 -2.62288
C3 -0.48461 2.55848 -1.82878
C4 -1.85787 0.69067 -2.82801
C5 -1.79218 -0.09548 -1.50247
C6 -2.97828 -1.02052 -1.09363
Br1 -4.09735 -0.11638 0.22262
C7 -2.35424 -2.28229 -0.47644
C8 -0.94926 -1.80592 -0.11219
C9 0.10532 -2.75337 0.45527
C10 -0.01866 -2.80245 1.98399
C11 0.68595 -1.73610 2.81691
F1 0.92445 -2.26518 4.03159
F2 -0.12048 -0.65657 2.99251
C12 2.06047 -1.17967 2.32729
F3 2.67327 -0.63749 3.37438
F4 2.78487 -2.23351 1.89526
C13 1.97648 -0.06488 1.19822
F5 2.08570 1.12223 1.74778
F6 0.72534 -0.14017 0.63329
C14 2.93597 -0.18968 -0.05387
F7 2.85580 -1.43526 -0.51859
F8 2.40877 0.59461 -0.98552
S1 4.76501 0.30734 0.15022
F9 4.29444 1.81509 0.29000
F10 4.87699 0.45993 -1.41246
F11 5.22383 -1.19827 0.03963
F12 4.65006 0.12517 1.73084
F13 6.24479 0.75402 0.30690
N1 -0.57518 -1.01433 -1.36734
C15 -0.28014 -1.84916 -2.59890
F14 0.22206 -3.00668 -2.23643
F15 0.59807 -1.21363 -3.33095
F16 -1.37969 -2.05397 -3.28026
H1 -3.74510 3.11117 -2.76933
H2 -3.52212 2.16072 -1.30433
H3 -2.76361 3.75309 -1.44506
H4 -1.64226 2.64293 -3.63034
H5 -0.58635 2.32574 -0.76309
H6 0.39584 2.03935 -2.23700
H7 -0.27648 3.63279 -1.88883
H8 -1.00967 0.41220 -3.46172
H9 -2.75983 0.40615 -3.38393
H10 -1.63975 0.61349 -0.68349
H11 -3.64692 -1.23891 -1.92606
H12 -2.32321 -3.09399 -1.21433
H13 -2.89336 -2.62223 0.40961
H14 -1.09613 -0.99360 0.61375
H15 1.10174 -2.41298 0.15531
H16 0.01207 -3.76227 0.04297
H17 0.33370 -3.76854 2.35731
H18 -1.07539 -2.72031 2.27614
H19 0.27469 -0.45941 -1.20232
C16 -0.46773 2.35883 3.74079
N2 -0.87651 2.90946 2.41848
O1 -0.12940 2.73665 1.46798
O2 -1.93276 3.50100 2.36787
H20 0.49006 1.86688 3.62364
H21 -0.41355 3.19592 4.43065
H22 -1.24675 1.67009 4.05471

Calculated values
**F_max**: 0.86 eV/A
**LUMO energy**: -2.2022 eV
**Net charge**: +1

What are the Löwdin partial charges on each atom? They are as follows, in elementary charge units: -0.05 -0.39 -0.06 -0.10 -0.25 -0.59 0.81 -0.14 -0.23 -0.10 -0.03 -0.43 0.15 0.11 -0.35 0.18 0.16 -0.32 0.18 0.06 -0.43 0.12 0.13 0.77 -0.11 -0.10 -0.11 -0.12 -0.07 0.12 -0.63 0.22 0.23 0.23 0.09 0.02 0.09 0.14 0.05 0.08 0.10 0.11 0.14 0.11 0.10 0.13 0.12 0.14 0.10 0.14 0.15 0.14 0.16 0.06 -0.43 0.04 0.09 0.08 0.11 0.10

***

(4)
The following is a DFT calculation (ωB97M-V with the def2-TZVPD basis set) of C48H74N3O5P2SiTm as an isolated structure.

CARTESIAN COORDINATES (ANGSTROEM)
Tm1 -1.40650 -2.57468 0.89366
C1 2.08330 -3.38605 -1.00435
Si1 1.09280 -1.77268 -0.47859
C2 0.56920 -1.27171 -2.29821
C3 0.01550 -2.24938 -3.12729
C4 -0.08639 -2.01122 -4.47667
C5 0.29232 -0.79605 -5.02434
C6 0.70816 0.25262 -4.19866
C7 0.70644 0.07780 -2.81813
P1 0.73216 1.48401 -1.58909
C8 1.84714 2.77579 -2.43577
C9 1.20883 3.79747 -3.35874
C10 2.23678 4.73257 -4.05449
C11 3.39911 5.18035 -3.10808
C12 2.79596 5.10844 -1.69229
C13 2.52028 3.63001 -1.27275
C14 -1.04960 2.11227 -1.84427
C15 -1.39329 3.13015 -0.81743
C16 -2.84456 3.62275 -0.93009
C17 -3.22749 4.17219 -2.37748
C18 -2.22575 3.87613 -3.42531
C19 -1.63897 2.47332 -3.24367
C20 2.61965 -0.63380 -0.05707
C21 3.39256 -0.38445 -1.21242
C22 4.42835 0.58046 -1.23723
C23 4.72818 1.21736 -0.02233
C24 4.08100 0.83599 1.12755
C25 3.09153 -0.09155 1.16166
P2 2.16851 -0.50796 2.74993
C26 3.48011 -1.35067 3.91260
C27 4.96166 -0.97391 3.80231
C28 6.03008 -1.92195 3.20421
C29 5.66515 -3.40460 3.39345
C30 4.17331 -3.65685 3.01706
C31 3.22827 -2.90610 3.90315
C32 2.06712 1.19141 3.58479
C33 1.54576 2.24777 2.59394
C34 0.35022 3.08006 3.05070
C35 0.61488 3.70481 4.42533
C36 0.96961 2.59945 5.45530
C37 1.19958 1.16688 4.86029
H1 2.51889 -3.32330 -2.04498
H2 1.53354 -4.31757 -1.10357
H3 2.93950 -3.62864 -0.36204
H4 -0.32337 -3.23876 -2.79955
H5 -0.55520 -2.79006 -5.10101
H6 0.20612 -0.69502 -6.09321
H7 1.07209 1.22021 -4.55675
H8 2.60017 2.17604 -2.94799
H9 0.42426 4.35940 -2.83399
H10 0.71118 3.24959 -4.20876
H11 1.72418 5.65938 -4.39096
H12 2.65504 4.24825 -4.95272
H13 3.56215 6.19613 -3.40519
H14 4.35007 4.63170 -3.17792
H15 1.82571 5.65596 -1.78136
H16 3.44480 5.55113 -0.93874
H17 1.86500 3.64301 -0.36938
H18 3.42773 3.10816 -1.00740
H19 -1.62350 1.17048 -1.56774
H20 -0.79872 4.05741 -0.84293
H21 -1.20161 2.79016 0.20999
H22 -2.95425 4.38167 -0.11723
H23 -3.53969 2.77605 -0.68985
H24 -3.38070 5.22183 -2.29172
H25 -4.21282 3.82297 -2.71371
H26 -1.41913 4.62106 -3.34817
H27 -2.56026 3.92754 -4.45907
H28 -0.96400 2.20185 -4.05430
H29 -2.47387 1.76714 -3.38007
H30 3.12469 -0.86543 -2.17479
H31 4.89530 0.78946 -2.20978
H32 5.38806 2.08781 -0.04377
H33 4.43222 1.28858 2.07705
H34 3.17183 -0.97531 4.92110
H35 5.38420 -0.64000 4.75476
H36 5.10315 -0.04399 3.27345
H37 7.03079 -1.72719 3.63842
H38 6.12907 -1.63138 2.12955
H39 5.87426 -3.74801 4.42223
H40 6.28453 -4.10695 2.79978
H41 3.89080 -4.73535 2.88122
H42 3.99028 -3.29149 1.98989
H43 3.22198 -3.27170 4.92842
H44 2.17349 -3.12489 3.52564
H45 3.09110 1.43332 3.84039
H46 1.30900 1.72913 1.66698
H47 2.34233 2.94860 2.23999
H48 -0.56458 2.44126 3.14473
H49 0.14890 3.77503 2.26623
H50 -0.21394 4.27596 4.79459
H51 1.43747 4.39390 4.32468
H52 0.21241 2.46380 6.27687
H53 1.96206 2.91470 5.93724
H54 0.22585 0.72354 4.58767
H55 1.60948 0.53511 5.66395
O1 -1.53889 -2.56781 3.27550
H56 -1.02777 -2.42055 4.08763
H57 -2.35954 -3.07948 3.60823
O2 -1.46750 -4.47941 -0.54074
H58 -0.73546 -4.91994 -1.02553
H59 -2.18481 -5.12242 -0.67724
O3 -2.28129 -0.55985 1.43157
H60 -2.47914 -0.59332 0.45810
H61 -2.25737 0.35644 1.72181
O4 0.17249 -4.21031 1.81878
H62 1.02001 -4.59155 1.51235
H63 0.02903 -4.67379 2.66973
O5 -2.29988 -1.66126 -0.72012
H64 -5.69261 -3.26089 -1.74147
H65 -2.08343 -1.76018 -1.61766
C38 -4.44641 -5.61263 0.84474
C39 -3.33959 -4.93593 1.43018
N1 -3.38535 -3.61124 1.55588
C40 -4.44698 -2.88737 1.18938
C41 -5.58283 -3.42022 0.63806
C42 -5.61649 -4.88080 0.55270
C43 -6.85673 -2.61050 0.64054
C44 -7.28924 -1.63582 -0.28578
C45 -6.75466 -1.47215 -1.63949
C46 -7.00022 -0.27043 -2.35957
C47 -6.39745 -0.08965 -3.58895
N2 -5.70288 -1.09174 -4.14129
C48 -5.52807 -2.20634 -3.50111
N3 -5.95666 -2.37505 -2.22966
H66 -4.27499 -6.68034 0.65847
H67 -2.45678 -5.44379 1.75614
H68 -4.33886 -1.81686 1.28694
H69 -6.54486 -5.35529 0.22521
H70 -7.44450 -2.68217 1.55779
H71 -8.12128 -0.93080 -0.14255
H72 -7.61659 0.48998 -1.89714
H73 -6.37099 0.82151 -4.19913
H74 -4.98041 -2.99672 -3.96966

Calculated values
**F_max**: 3.62 eV/A
**LUMO energy (alpha / beta)**: -7.1961 / -7.1959 eV
**Net charge**: +2
**Energy relative to the best compared isomer or geometry (same formula, charge and spin)**: 0.000 eV
**Spin multiplicity**: 3

Here are the Löwdin charges for atoms 1 to 99, given in e: 1.23 -0.25 0.60 -0.32 -0.16 -0.11 -0.07 -0.09 -0.36 1.15 -0.40 -0.24 -0.17 -0.19 -0.19 -0.19 -0.44 -0.27 -0.16 -0.19 -0.22 -0.19 -0.34 -0.14 -0.06 -0.09 -0.14 -0.39 1.12 -0.38 -0.21 -0.18 -0.19 -0.23 -0.25 -0.46 -0.23 -0.21 -0.19 -0.17 -0.23 0.05 -0.02 0.01 0.09 0.11 0.10 0.10 0.10 0.08 0.10 0.12 0.11 0.09 0.11 0.12 0.11 0.09 0.07 0.10 0.12 0.09 0.11 0.10 0.09 0.10 0.10 0.12 0.07 0.11 0.10 0.12 0.12 0.11 0.10 0.11 0.06 0.12 0.11 0.11 0.11 0.11 0.10 0.10 0.07 0.10 0.06 0.13 0.11 0.09 0.10 0.10 0.11 0.13 0.09 0.10 -0.14 0.10 0.12